Molecular formula: C3H4BrN
Method: DFT, wB97M-V/def2-TZVPD

The value obtained for the frontier orbital gap is 0.4267 Eh. The value obtained for the calculated total energy is -74706.556 eV. The calculation puts the molar mass at 133.976 g/mol. For the HOMO energy, the calculation gives -11.0 eV. Its structure (SMILES) is C[C@@H](Br)C#N. For the LUMO energy, the calculation gives 0.607 eV.

ORCA input file:
```
! wB97M-V def2-TZVPD RIJCOSX def2/J DEFGRID3
* xyz 0 1
C 0.647 1.637 -0.322
C 0.135 -1.000 -0.032
C -0.501 0.365 0.109
N 1.338 2.485 -0.619
Br -1.188 0.716 1.796
H 0.935 -1.390 0.617
H 0.551 -1.247 -0.996
H -0.548 -1.916 0.097
H -1.368 0.349 -0.651
*
```

These are the Mulliken partial charges, in e, on atoms 1 to 4: number 1, C, carries 0.119; number 2, C, carries -1.248; number 3, C, carries 0.167; number 4, N, carries -0.338

---

Molecular formula: C24H25Cl2CuN4O2S3
Method: DFT, wB97M-V/def2-TZVPD

The value obtained for the frontier orbital gap is 0.2705 Eh. The value obtained for the calculated total energy is -137540.028 eV. The calculation puts the molar mass at 632.143 g/mol. For the HOMO energy, the calculation gives -6.9 eV. For the LUMO energy, the calculation gives 0.447 eV.

ORCA input file:
```
! wB97M-V def2-TZVPD RIJCOSX def2/J DEFGRID3
* xyz 0 1
Cu 0.126 -1.084 2.188
Cl 0.857 2.524 2.954
C -0.435 2.978 1.891
C -0.392 4.255 1.360
C -1.398 4.680 0.509
C -2.437 3.819 0.202
C -2.458 2.546 0.750
Cl -3.810 1.530 0.316
C -1.466 2.060 1.617
S -1.541 0.473 2.340
H 0.431 4.907 1.618
H -1.373 5.678 0.091
H -3.239 4.125 -0.456
O 1.937 -0.614 1.234
S 2.943 0.449 0.917
C 3.951 -0.308 -0.384
C 3.153 -0.930 -1.537
C 3.312 -2.451 -1.601
C 2.605 -3.161 -0.452
S 0.852 -3.674 -0.615
O 0.291 -3.452 0.748
C 0.124 -2.412 -1.661
C 0.366 -2.391 -3.032
C -0.291 -1.464 -3.824
C -1.217 -0.594 -3.256
C -1.492 -0.659 -1.899
C -0.820 -1.573 -1.095
C 2.143 1.671 -0.109
C 2.856 2.816 -0.437
C 2.289 3.734 -1.306
C 1.023 3.501 -1.831
C 0.313 2.366 -1.471
C 0.869 1.446 -0.595
H 4.534 -1.058 0.158
H 4.642 0.469 -0.712
H 3.470 -0.477 -2.477
H 2.093 -0.691 -1.430
H 4.375 -2.703 -1.553
H 2.969 -2.823 -2.566
H 2.575 -2.542 0.445
H 3.091 -4.105 -0.203
H 1.046 -3.103 -3.483
H -0.097 -1.434 -4.888
H -1.741 0.118 -3.882
H -2.229 -0.005 -1.449
H -1.037 -1.639 -0.034
H 3.838 2.992 -0.012
H 2.831 4.634 -1.569
H 0.579 4.221 -2.507
H -0.685 2.201 -1.855
H 0.320 0.571 -0.271
N -4.127 -1.585 2.919
C -4.074 -2.731 3.602
N -5.250 -3.353 3.878
N -2.979 -3.341 4.005
C -1.827 -2.819 3.638
N -0.800 -2.395 3.314
H -5.007 -1.222 2.601
H -3.305 -1.006 2.755
H -6.098 -2.817 3.910
H -5.181 -4.144 4.495
*
```

These are the Mulliken partial charges, in e, on atoms 1 to 4: number 1, Cu, carries -0.001; number 2, Cl, carries -0.191; number 3, C, carries 0.790; number 4, C, carries -0.830

---

Molecular formula: C50H71Ge3PdSe2Si
Method: DFT, wB97M-V/def2-TZVPD

The value obtained for the frontier orbital gap (spin up / spin down) is 0.1411 / 0.1832 Eh. The value obtained for the calculated total energy is -364598.607 eV. The calculation puts the molar mass at 1182.374 g/mol. For the HOMO energy (spin up / spin down), the calculation gives 0.1 / -1.1 eV. For the LUMO energy (spin up / spin down), the calculation gives 3.920 / 3.910 eV.

ORCA input file:
```
! wB97M-V def2-TZVPD RIJCOSX def2/J DEFGRID3
* xyz -2 2
Pd 0.647 -0.287 0.465
C -1.146 0.289 4.470
Se -1.153 -0.895 2.883
C -3.003 -1.544 3.321
C -3.425 -2.610 2.330
Se -2.534 -2.627 0.558
C -3.562 -4.232 0.079
H -2.093 0.796 4.633
H -0.346 1.013 4.346
H -0.913 -0.375 5.305
H -3.615 -0.644 3.243
H -3.035 -1.917 4.347
H -4.494 -2.531 2.119
H -3.241 -3.604 2.741
H -3.375 -5.076 0.746
H -3.273 -4.518 -0.932
H -4.631 -4.006 0.078
C 2.478 -3.278 0.561
C 3.270 -2.361 1.503
C 4.719 -2.852 1.558
C 2.656 -2.586 2.892
Si 2.952 -0.490 0.906
C 3.489 0.641 2.474
C 4.749 0.222 3.239
C 2.320 0.676 3.469
C 3.677 2.100 2.040
C 4.269 -0.111 -0.525
C 5.748 0.010 -0.146
C 4.156 -1.220 -1.577
C 3.847 1.178 -1.248
H 2.619 -4.332 0.849
H 2.777 -3.171 -0.482
H 1.413 -3.040 0.612
H 4.753 -3.882 1.946
H 5.343 -2.235 2.209
H 5.185 -2.866 0.572
H 2.656 -3.663 3.120
H 1.619 -2.243 2.920
H 3.208 -2.086 3.688
H 4.643 -0.760 3.702
H 4.954 0.939 4.050
H 5.631 0.191 2.599
H 2.060 -0.306 3.864
H 1.426 1.071 2.978
H 2.567 1.328 4.322
H 4.592 2.254 1.471
H 3.733 2.747 2.929
H 2.836 2.445 1.432
H 6.123 -0.880 0.363
H 5.942 0.867 0.499
H 6.355 0.149 -1.054
H 4.537 -2.178 -1.221
H 4.734 -0.948 -2.473
H 3.120 -1.363 -1.889
H 4.074 2.074 -0.677
H 2.775 1.171 -1.448
H 4.369 1.261 -2.213
C -0.101 -3.188 -4.820
Ge 0.779 -3.005 -3.028
C 0.113 -4.556 -1.982
C 2.652 -3.523 -3.462
Ge 0.311 -0.805 -1.953
C 1.044 0.413 -3.379
C 1.648 -0.008 -4.565
C 2.126 0.898 -5.507
C 2.000 2.262 -5.291
C 1.401 2.708 -4.120
C 0.943 1.794 -3.181
C -1.619 -0.689 -2.560
C -2.444 -1.797 -2.765
C -3.762 -1.671 -3.190
C -4.304 -0.416 -3.420
C -3.517 0.707 -3.196
C -2.204 0.567 -2.770
H -0.742 -4.073 -4.847
H 0.659 -3.294 -5.598
H -0.715 -2.316 -5.050
H 0.458 -5.490 -2.436
H -0.978 -4.571 -1.959
H 0.465 -4.513 -0.951
H 2.615 -4.436 -4.064
H 3.250 -3.719 -2.574
H 3.155 -2.746 -4.041
H 1.749 -1.067 -4.774
H 2.595 0.532 -6.415
H 2.370 2.971 -6.024
H 1.300 3.770 -3.925
H 0.517 2.166 -2.257
H -2.052 -2.797 -2.606
H -4.364 -2.561 -3.342
H -5.333 -0.310 -3.744
H -3.933 1.699 -3.339
H -1.620 1.464 -2.603
C -1.373 -0.054 1.308
Ge -2.344 1.578 1.195
C -2.705 2.552 2.897
C -1.747 3.403 3.448
C -1.943 4.015 4.679
C -3.116 3.790 5.388
C -4.094 2.966 4.847
C -3.888 2.361 3.613
C -1.327 2.900 0.132
C 0.044 3.028 0.358
C 0.798 3.990 -0.303
C 0.193 4.828 -1.230
C -1.164 4.695 -1.491
C -1.915 3.745 -0.808
C -4.170 1.519 0.431
C -5.009 2.634 0.504
C -6.306 2.597 0.009
C -6.794 1.426 -0.561
C -5.974 0.310 -0.641
C -4.672 0.359 -0.155
H -0.824 3.586 2.907
H -1.177 4.664 5.088
H -3.269 4.259 6.354
H -5.018 2.792 5.388
H -4.666 1.727 3.199
H 0.537 2.334 1.036
H 1.864 4.055 -0.121
H 0.782 5.565 -1.764
H -1.639 5.326 -2.235
H -2.974 3.651 -1.028
H -4.645 3.549 0.963
H -6.937 3.476 0.072
H -7.807 1.388 -0.945
H -6.336 -0.601 -1.103
H -4.029 -0.512 -0.243
*
```

These are the Mulliken partial charges, in e, on atoms 1 to 4: number 1, Pd, carries -1.263; number 2, C, carries -1.081; number 3, Se, carries 0.189; number 4, C, carries -0.385

---

Molecular formula: C5H11N3
Method: DFT, wB97M-V/def2-TZVPD

The value obtained for the frontier orbital gap (spin up / spin down) is 0.3015 / 0.3015 Eh. The value obtained for the calculated total energy is -9828.519 eV. The calculation puts the molar mass at 113.164 g/mol. For the HOMO energy (spin up / spin down), the calculation gives -7.7 / -7.7 eV. For the LUMO energy (spin up / spin down), the calculation gives 0.510 / 0.511 eV.

ORCA input file:
```
! wB97M-V def2-TZVPD RIJCOSX def2/J DEFGRID3
* xyz 0 1
C -0.527 -0.743 -1.672
C -1.024 -1.602 0.574
N -0.817 -0.459 -0.284
C 1.599 0.792 0.867
N 2.394 1.282 -0.097
N 1.720 -0.270 1.509
H 3.365 1.004 -0.057
H 2.231 2.223 -0.421
H 0.982 -0.448 2.180
H -1.239 -1.456 -2.098
H 0.472 -1.192 -1.700
H -0.594 0.161 -2.274
H -0.088 -2.163 0.665
H -1.350 -1.301 1.569
H -1.752 -2.303 0.153
C -1.127 0.827 0.131
C -2.009 1.682 -0.106
H -2.515 2.549 0.248
H 0.278 1.417 0.814
*
```

These are the Mulliken partial charges, in e, on atoms 1 to 4: number 1, C, carries -1.024; number 2, C, carries -1.146; number 3, N, carries 0.269; number 4, C, carries 0.275

---

Molecular formula: C7H5BrClNO
Method: DFT, wB97M-V/def2-TZVPD

The value obtained for the frontier orbital gap (spin up / spin down) is 0.2652 / 0.2653 Eh. The value obtained for the calculated total energy is -93437.954 eV. The calculation puts the molar mass at 234.480 g/mol. For the HOMO energy (spin up / spin down), the calculation gives -7.8 / -7.8 eV. For the LUMO energy (spin up / spin down), the calculation gives -0.574 / -0.574 eV.

ORCA input file:
```
! wB97M-V def2-TZVPD RIJCOSX def2/J DEFGRID3
* xyz 0 1
C 0.184 -0.939 0.328
C -0.961 -0.833 -0.441
C 1.178 0.047 0.351
C -1.224 0.423 -1.187
C 0.884 1.228 -0.331
C -0.304 1.414 -1.077
C -0.593 2.330 -2.035
N 0.903 1.640 -3.477
O -1.157 3.198 -2.553
Cl 2.032 2.921 -3.324
Br 0.033 1.678 -5.080
H 0.333 -1.867 0.938
H -1.790 -1.563 -0.334
H 2.180 -0.152 0.756
H -2.165 0.550 -1.676
H 1.720 1.941 -0.439
*
```

These are the Mulliken partial charges, in e, on atoms 1 to 4: number 1, C, carries -0.198; number 2, C, carries -0.599; number 3, C, carries -0.524; number 4, C, carries -0.433